{
  "formula": "C32H45HgN11SbSe4",
  "method": "ωB97M-V with the def2-TZVPD basis set",
  "symbols": ["Hg", "N", "C", "C", "N", "C", "C", "N", "H", "H", "H", "H", "H", "H", "H", "H", "H", "H", "H", "H", "H", "C", "C", "C", "C", "C", "C", "C", "C", "N", "C", "C", "C", "C", "N", "C", "C", "C", "C", "C", "C", "C", "C", "H", "H", "H", "H", "H", "H", "H", "H", "H", "H", "H", "H", "H", "H", "H", "H", "H", "H", "H", "H", "H", "H", "H", "H", "N", "C", "N", "C", "N", "N", "C", "N", "C", "C", "C", "C", "C", "N", "H", "H", "H", "H", "H", "H", "H", "H", "Se", "Sb", "Se", "Se", "Se"],
  "xyz": [[0.247, -0.368, -0.978], [-1.968, -2.508, -2.001], [-3.208, -1.987, -2.653], [-4.106, -1.315, -1.625], [-3.465, -0.323, -0.875], [-4.281, 0.636, -0.202], [-4.607, 1.943, -0.968], [-3.467, 2.727, -1.460], [-1.318, -2.722, -2.772], [-2.216, -3.425, -1.688], [-3.728, -2.739, -3.239], [-2.885, -1.266, -3.461], [-4.527, -2.114, -1.025], [-4.992, -0.925, -2.231], [-2.556, -0.039, -1.170], [-3.747, 1.005, 0.724], [-5.193, 0.086, 0.110], [-5.200, 2.607, -0.262], [-5.219, 1.693, -1.830], [-2.922, 2.253, -2.192], [-2.937, 3.053, -0.642], [-0.845, -3.458, 1.169], [-0.137, -4.067, 0.005], [-0.441, -5.358, -0.397], [0.247, -5.889, -1.482], [1.213, -5.141, -2.172], [1.489, -3.814, -1.736], [2.408, -2.948, -2.480], [0.811, -3.262, -0.664], [1.154, -2.005, -0.063], [2.001, -2.079, 1.009], [2.946, -3.258, 1.016], [1.904, -1.233, 2.149], [2.937, -1.337, 3.290], [0.963, -0.359, 2.235], [0.752, 0.463, 3.331], [-0.350, 0.262, 4.237], [-1.299, -0.930, 4.056], [-0.629, 1.229, 5.198], [0.162, 2.327, 5.442], [1.232, 2.497, 4.549], [1.544, 1.607, 3.518], [2.649, 1.979, 2.566], [-1.382, -4.198, 1.765], [-1.579, -2.726, 0.723], [-0.132, -2.856, 1.696], [-1.123, -5.941, 0.154], [0.004, -6.916, -1.751], [1.801, -5.491, -3.023], [3.406, -3.304, -2.577], [2.593, -1.887, -2.158], [2.084, -2.834, -3.539], [3.548, -3.205, 1.917], [3.649, -3.242, 0.173], [2.474, -4.234, 1.039], [3.973, -1.117, 3.018], [2.884, -2.345, 3.694], [2.664, -0.706, 4.145], [-1.277, -1.265, 3.095], [-2.364, -0.660, 4.313], [-0.997, -1.718, 4.786], [-1.451, 1.050, 5.939], [-0.098, 3.061, 6.235], [1.793, 3.419, 4.651], [2.979, 2.994, 2.783], [2.360, 1.815, 1.524], [3.563, 1.396, 2.741], [-1.684, 2.532, 1.324], [-0.741, 3.359, 0.797], [-0.951, 4.641, 0.910], [-0.079, 5.417, 0.291], [-0.374, 6.734, 0.171], [1.021, 5.025, -0.309], [1.095, 3.694, -0.427], [0.252, 2.803, 0.106], [2.161, 3.247, -1.385], [2.160, 3.753, -2.717], [2.998, 3.137, -3.642], [3.755, 2.058, -3.201], [3.692, 1.712, -1.828], [2.926, 2.305, -0.955], [-2.132, 2.877, 2.147], [-1.407, 1.530, 1.430], [-1.317, 6.970, 0.314], [0.274, 7.232, -0.418], [1.421, 4.540, -2.992], [3.023, 3.459, -4.686], [4.406, 1.499, -3.887], [4.262, 0.794, -1.520], [-0.084, -2.481, -5.087], [-0.496, -0.005, -5.135], [-0.434, 1.124, -2.768], [1.304, 1.115, -6.398], [-2.841, 0.340, -5.812]],
  "lowdin_charge": [0.885, -0.006, -0.273, -0.287, -0.085, -0.256, -0.287, -0.006, -0.049, 0.045, 0.101, 0.018, 0.093, 0.128, -0.001, 0.087, 0.109, 0.107, 0.089, -0.008, 0.026, -0.041, -0.252, -0.073, -0.092, -0.024, -0.248, -0.105, -0.283, -0.146, -0.294, -0.022, -0.311, -0.031, 0.110, -0.237, -0.194, -0.036, -0.112, -0.117, -0.070, -0.227, -0.043, 0.078, 0.095, 0.038, 0.085, 0.089, 0.111, 0.058, 0.078, -0.007, 0.049, 0.088, 0.085, 0.080, 0.068, 0.073, 0.005, 0.089, 0.089, 0.112, 0.100, 0.094, 0.072, 0.048, 0.072, 0.157, -0.485, 0.180, -0.479, 0.149, 0.177, -0.277, 0.173, -0.292, -0.026, -0.103, -0.063, -0.160, 0.101, 0.094, 0.112, 0.077, 0.097, 0.123, 0.089, 0.105, 0.112, -0.180, -0.314, -0.069, -0.326, -0.305],
  "de_lowest_kj_mol": 0.0,
  "multiplicity": 2,
  "mol_weight_g_mol": 1221.98,
  "total_charge": -2,
  "energy_ev": -322407.000
}


{
  "formula": "C32H45N3O5ReS2Se2",
  "method": "ωB97M-V with the def2-TZVPD basis set",
  "symbols": ["Re", "O", "C", "O", "C", "C", "C", "C", "C", "N", "C", "O", "O", "H", "H", "H", "H", "H", "C", "Se", "C", "C", "Se", "C", "H", "H", "H", "H", "H", "H", "H", "H", "H", "H", "C", "C", "C", "C", "N", "C", "S", "N", "C", "C", "C", "C", "H", "H", "H", "H", "H", "H", "H", "H", "H", "H", "H", "H", "H", "H", "H", "H", "H", "H", "H", "H", "O", "S", "C", "C", "C", "C", "C", "C", "C", "C", "C", "C", "C", "C", "H", "H", "H", "H", "H", "H", "H", "H", "H", "H"],
  "xyz": [[1.810, 0.070, 0.435], [1.878, -4.440, 2.421], [2.095, -3.274, 1.848], [2.335, -3.082, 0.686], [2.030, -2.154, 2.878], [1.918, -2.480, 4.229], [1.994, -1.492, 5.192], [2.251, -0.192, 4.777], [2.341, 0.058, 3.430], [2.179, -0.882, 2.469], [2.714, 1.381, 2.874], [3.121, 2.368, 3.573], [2.675, 1.549, 1.626], [1.975, -5.173, 1.789], [1.783, -3.514, 4.507], [1.887, -1.731, 6.243], [2.365, 0.600, 5.508], [3.249, 2.195, 4.521], [4.273, -1.947, -1.528], [4.188, -0.536, -0.191], [4.602, 0.998, -1.336], [3.498, 1.336, -2.320], [1.801, 1.771, -1.436], [2.329, 3.492, -0.694], [5.335, -2.138, -1.667], [3.810, -1.624, -2.456], [3.777, -2.823, -1.116], [5.526, 0.756, -1.862], [4.823, 1.818, -0.654], [3.272, 0.524, -3.007], [3.764, 2.210, -2.912], [2.208, 4.217, -1.495], [3.360, 3.453, -0.357], [1.669, 3.729, 0.133], [-0.805, -2.134, -6.342], [-0.751, -3.144, -5.191], [0.525, -3.078, -4.348], [0.854, -1.682, -3.840], [-0.301, -1.070, -3.124], [-0.485, -0.951, -1.832], [0.789, -1.600, -0.732], [-1.590, -0.478, -1.314], [-2.746, -0.026, -2.130], [-3.565, -1.182, -2.719], [-4.592, -1.760, -1.747], [-3.972, -2.552, -0.593], [-1.749, -2.210, -6.877], [-0.008, -2.315, -7.064], [-0.704, -1.090, -6.014], [-0.822, -4.150, -5.595], [-1.633, -3.041, -4.549], [1.380, -3.404, -4.944], [0.447, -3.764, -3.498], [1.099, -1.017, -4.666], [1.705, -1.712, -3.158], [-1.095, -0.848, -3.717], [-1.669, -0.441, -0.309], [-2.366, 0.641, -2.910], [-3.364, 0.574, -1.469], [-2.897, -1.989, -3.044], [-4.067, -0.805, -3.613], [-5.264, -2.406, -2.308], [-5.216, -0.950, -1.360], [-3.291, -3.322, -0.965], [-4.740, -3.052, -0.006], [-3.413, -1.908, 0.099], [0.042, 0.750, 1.286], [-0.545, 2.219, 1.279], [-0.266, 2.826, 2.910], [-0.503, 2.023, 4.025], [-0.369, 2.594, 5.281], [-0.013, 3.940, 5.410], [0.214, 4.724, 4.286], [0.089, 4.167, 3.017], [-2.288, 1.980, 1.212], [-3.020, 3.024, 0.659], [-4.407, 2.929, 0.665], [-5.024, 1.805, 1.200], [-4.269, 0.764, 1.738], [-2.885, 0.844, 1.755], [-0.818, 0.990, 3.914], [-0.583, 2.005, 6.167], [0.073, 4.380, 6.396], [0.474, 5.769, 4.393], [0.257, 4.777, 2.134], [-2.530, 3.899, 0.239], [-5.002, 3.733, 0.249], [-6.104, 1.738, 1.202], [-4.763, -0.102, 2.162], [-2.288, 0.047, 2.193]],
  "lowdin_charge": [0.947, 0.190, -0.453, -0.050, -0.094, 0.089, 0.066, 0.063, -0.166, 0.060, -0.393, 0.274, -0.143, 0.179, 0.150, 0.153, 0.145, 0.172, -0.269, 1.029, -0.447, -0.438, 1.008, -0.270, 0.065, 0.027, 0.030, 0.106, 0.073, 0.064, 0.105, 0.065, 0.047, 0.009, -0.081, -0.238, -0.173, -0.172, 0.083, -0.620, 0.845, 0.064, -0.117, -0.175, -0.228, -0.090, 0.089, 0.092, 0.062, 0.124, 0.086, 0.134, 0.119, 0.130, 0.063, 0.137, 0.101, 0.133, 0.121, 0.095, 0.133, 0.123, 0.112, 0.080, 0.088, 0.042, -0.682, 1.104, -0.403, -0.076, -0.038, -0.013, -0.019, -0.058, -0.410, -0.060, -0.022, -0.014, -0.035, -0.092, 0.116, 0.128, 0.133, 0.134, 0.121, 0.126, 0.133, 0.133, 0.129, 0.112],
  "de_lowest_kj_mol": 64.6,
  "multiplicity": 2,
  "mol_weight_g_mol": 959.99,
  "total_charge": 4,
  "energy_ev": -203079.002
}